The following is a quantum chemistry calculation of 2 unconnected molecules or ions with the total composition C3H9OPS2, from the Open Molecules 2025 dataset.

Geometry as XYZ:
```
16
Properties=species:S:1:pos:R:3:forces:R:3:nbo_charge:R:1
C 4.2992 0.3995 -0.3480 1.30 -3.02 1.34 -0.387
C -3.0781 -1.8598 0.1830 3.35 3.86 1.33 -0.218
C 3.4785 1.3744 -0.1024 0.49 0.96 -1.53 -0.388
O -2.4035 -0.9409 -0.7377 0.88 -1.12 -1.09 -0.867
P -1.5352 0.4461 -0.6806 -0.51 -1.86 1.13 0.968
S -3.0792 1.6623 0.0901 -0.11 0.73 0.22 -0.350
S -0.5177 0.2653 1.2822 0.23 -0.29 -0.38 -0.408
H 4.4117 -0.4785 0.4579 0.03 1.98 -2.15 0.193
H 4.8903 0.4154 -1.2761 -0.25 -0.48 0.59 0.199
H -3.6027 1.8552 -1.1410 0.19 -0.02 0.22 0.151
H -2.4564 -2.5858 0.6383 1.09 -0.77 -0.11 0.184
H -3.8445 -2.2551 -0.3056 -3.24 -1.65 -2.10 0.186
H -3.3613 -1.2047 0.9665 -0.99 0.29 1.05 0.189
H 2.9696 1.4769 0.7837 -1.34 0.15 1.83 0.193
H 3.4040 2.1529 -0.8389 -0.26 0.42 -0.08 0.189
H 0.4253 -0.7232 1.0286 -0.86 0.84 -0.28 0.165
```
Forces are in eV/Å.

Values from the calculation:
Charge: 0
HOMO-LUMO gap (eV): 9.8
Energy relative to the best compared isomer or geometry (same formula, charge and spin) (eV): 3.373
LUMO energy (Eh): 0.02039
Structure (SMILES): COP(S)S.C=C
Max |F| (eV/Å): 5.28
E_tot (eV): -36262.558
HOMO level (eV): -9.2

***

The following is a quantum chemistry calculation of 2 unconnected molecules or ions with the total composition C3H9OPSi, from the Open Molecules 2025 dataset.

Geometry as XYZ:
```
15
Properties=species:S:1:pos:R:3:forces:R:3:nbo_charge:R:1
C 1.1875 -1.1092 -0.2079 -1.43 -0.40 0.74 -0.382
C 2.3193 -1.0200 0.7659 -0.09 1.36 -0.40 -0.739
C 0.0136 1.3179 -1.0218 0.59 -0.85 0.17 0.048
O -1.2684 1.0175 -0.9520 -0.41 -0.86 -0.10 -0.841
Si -2.3398 0.8951 0.3642 1.91 -0.59 -0.02 1.133
P 0.1558 -2.3832 -0.4795 -0.94 1.10 -0.11 0.319
H 2.5686 -1.8921 1.3962 -0.34 0.13 -0.52 0.220
H 3.1917 -0.6905 0.1920 0.23 0.00 0.44 0.224
H 2.0162 -0.1702 1.4392 0.56 -0.76 -0.40 0.235
H 0.5001 1.2784 -1.9805 -0.20 -0.25 -0.31 0.168
H 0.3776 2.0567 -0.3541 0.44 0.51 0.91 0.138
H -3.4047 0.4047 -0.4886 -1.00 0.50 0.24 -0.169
H -2.0587 2.3463 0.8678 -0.93 -1.29 0.22 -0.157
H -2.1110 -0.3726 1.3507 0.04 1.88 -0.85 -0.159
H -1.1478 -1.6788 -0.8916 1.58 -0.48 0.00 -0.040
```
Forces are in eV/Å.

Values from the calculation:
Charge: 0
HOMO-LUMO gap (spin up / spin down) (eV): 8.2 / 7.3
Energy relative to the best compared isomer or geometry (same formula, charge and spin) (eV): 4.307
LUMO energy (spin up / spin down) (Eh): 0.01468 / -0.00365
Max |F| (eV/Å): 2.07
E_tot (eV): -22465.113
HOMO level (spin up / spin down) (eV): -7.8 / -7.4

***

The following is a quantum chemistry calculation of 2 unconnected molecules or ions with the total composition C3H9OS, from the Open Molecules 2025 dataset.

Geometry as XYZ:
```
14
Properties=species:S:1:pos:R:3:forces:R:3:nbo_charge:R:1
C -3.3064 -0.1428 -0.0127 0.31 0.60 0.18 -0.724
S -1.8959 -0.1926 1.1576 -0.06 -0.07 0.01 -0.763
H -4.1879 -0.4469 0.5488 -0.22 -0.22 -0.35 0.179
H -3.4822 0.8802 -0.3671 -0.03 -0.01 0.10 0.169
H -3.1558 -0.7345 -0.9198 -0.08 -0.30 0.21 0.170
C 1.3925 0.4504 0.1377 1.18 0.02 -0.21 -0.074
O 1.3802 -0.1914 1.3973 -0.71 0.05 0.11 -0.758
C 2.4797 -0.2175 -0.7241 0.00 0.44 -0.28 -0.634
H 0.4353 0.3684 -0.3565 -0.41 0.04 0.09 0.205
H 1.6212 1.5055 0.3082 -0.01 0.21 -0.23 0.132
H 0.4431 -0.1205 1.6713 0.18 -0.30 -0.01 0.505
H 3.0950 -0.8295 -0.0692 -0.03 -0.28 -0.11 0.214
H 2.0192 -0.7965 -1.5260 0.09 -0.40 0.23 0.197
H 3.1618 0.4680 -1.2456 -0.21 0.21 0.26 0.183
```
Forces are in eV/Å.

Values from the calculation:
Charge: -1
HOMO-LUMO gap (eV): 6.5
Energy relative to the best compared isomer or geometry (same formula, charge and spin) (eV): 0.982
LUMO energy (Eh): 0.14812
Max |F| (eV/Å): 1.20
E_tot (eV): -16140.074
HOMO level (eV): -2.5

***

The following is a quantum chemistry calculation of 2 unconnected molecules or ions with the total composition C3H9S, from the Open Molecules 2025 dataset.

Geometry as XYZ:
```
13
Properties=species:S:1:pos:R:3:forces:R:3:nbo_charge:R:1
C -1.3957 -1.5269 -1.1474 -0.18 -0.48 0.00 -0.614
C -2.1039 -1.0835 0.1325 -0.42 -0.18 -0.46 -0.598
H -1.6505 -2.5779 -1.3325 0.19 -0.04 -0.03 0.166
H -1.6841 -0.9930 -2.0611 -0.04 0.19 0.31 0.182
H -0.3216 -1.4298 -1.0075 0.04 0.11 -0.15 0.257
H -3.1618 -1.3889 0.1074 0.15 -0.03 0.12 0.162
H -2.0896 -0.0062 0.2453 0.27 0.14 0.18 0.217
H -1.6065 -1.5477 0.9888 -0.16 0.24 -0.03 0.212
C 1.4772 2.0466 0.1509 0.06 0.18 -0.43 -0.737
S 1.2510 0.2743 0.5037 0.01 0.07 0.20 -0.739
H 1.1541 2.7354 0.9397 -0.11 -0.20 0.12 0.163
H 0.9544 2.3512 -0.7682 -0.05 -0.06 0.14 0.163
H 2.5277 2.2684 -0.0343 0.22 0.06 0.03 0.167
```
Forces are in eV/Å.

Values from the calculation:
Charge: -1
HOMO-LUMO gap (eV): 6.3
Energy relative to the best compared isomer or geometry (same formula, charge and spin) (eV): 0.543
LUMO energy (Eh): 0.15728
Max |F| (eV/Å): 0.65
E_tot (eV): -14092.614
HOMO level (eV): -2.1

***

The following is a quantum chemistry calculation of 2 unconnected molecules or ions with the total composition C3H9S2, from the Open Molecules 2025 dataset.

Geometry as XYZ:
```
14
Properties=species:S:1:pos:R:3:forces:R:3:nbo_charge:R:1
C 0.6086 0.1718 1.4632 -0.07 -0.23 -0.28 -0.644
C -0.5919 -0.4726 2.1442 0.19 0.03 -0.43 -0.496
S -1.7253 -1.1070 0.8524 0.01 -0.01 0.06 -0.019
H 0.3013 0.9577 0.7758 -0.03 0.14 0.02 0.257
H 1.1071 -0.5491 0.8144 0.08 -0.05 0.08 0.228
H 1.3247 0.5589 2.1864 -0.01 0.03 0.15 0.189
H -0.2782 -1.3187 2.7544 -0.06 0.10 0.16 0.191
H -1.1252 0.2654 2.7346 -0.06 -0.03 0.24 0.191
H -2.5381 -1.7416 1.7120 -0.05 -0.01 0.02 0.078
C 2.2217 1.0259 -1.6820 0.10 -0.18 0.09 -0.742
S 0.4728 0.7032 -2.0731 -0.07 0.07 0.04 -0.727
H 2.8695 0.4989 -2.3829 0.14 -0.01 -0.11 0.171
H 2.4844 2.0846 -1.7299 -0.04 0.12 -0.03 0.167
H 2.5190 0.6751 -0.6818 -0.14 0.03 0.00 0.156
```
Forces are in eV/Å.

Values from the calculation:
Charge: -1
HOMO-LUMO gap (eV): 5.3
Energy relative to the best compared isomer or geometry (same formula, charge and spin) (eV): 0.895
LUMO energy (Eh): 0.11886
Max |F| (eV/Å): 0.47
E_tot (eV): -24927.853
HOMO level (eV): -2.1

***

The following is a quantum chemistry calculation of 2 unconnected molecules or ions with the total composition C3H9S2, from the Open Molecules 2025 dataset.

Geometry as XYZ:
```
14
Properties=species:S:1:pos:R:3:forces:R:3:nbo_charge:R:1
C -1.7222 3.0370 -1.0340 -1.06 0.23 0.22 -0.736
S -2.4909 1.3866 -0.8778 0.18 -0.30 -0.12 -0.746
H -2.3581 3.7233 -0.4673 0.16 0.19 0.12 0.172
H -1.7843 3.4056 -2.0590 0.36 -0.09 -0.15 0.169
H -0.7177 3.1406 -0.6365 0.31 -0.18 -0.08 0.168
C 2.0719 -1.6731 0.8355 0.60 -1.46 0.30 -0.633
C 0.8144 -1.8608 0.0306 -2.54 1.90 0.63 -0.455
S -0.5179 -1.2590 1.3032 0.12 -0.30 0.14 -0.212
H 2.4548 -0.6630 0.9652 -0.42 0.09 -0.29 0.224
H 1.9185 -2.1032 1.8331 -0.06 0.25 0.02 0.209
H 2.8670 -2.3052 0.4370 0.25 0.14 -0.30 0.197
H 0.4713 -2.8498 -0.2538 0.69 -0.23 0.12 0.208
H 0.6844 -1.1826 -0.8138 0.33 -0.11 -0.03 0.232
H -1.6912 -0.7963 0.7376 1.09 -0.13 -0.57 0.204
```
Forces are in eV/Å.

Values from the calculation:
Charge: -1
HOMO-LUMO gap (eV): 5.7
Energy relative to the best compared isomer or geometry (same formula, charge and spin) (eV): 1.320
LUMO energy (Eh): 0.12739
Max |F| (eV/Å): 3.24
E_tot (eV): -24927.428
HOMO level (eV): -2.2